(1)
C29H31BF2I2N3O6STi | ωB97M-V/def2-TZVPD

Summary:
electronic energy = -3807.3727 hartree
energy relative to the best compared isomer or geometry (same formula, charge and spin) = 31.9 kcal/mol
net charge = -1
Kohn-Sham gap = 5.090 eV

Last column: Mulliken charge in e.
Positions of all 76 atoms, in Å:
Ti -0.1169 1.1653 -1.5578  0.505
C 2.4980 2.2633 1.8282  -1.612
C 1.2594 1.8406 2.6079  1.832
C 1.3227 2.3660 4.0458  -1.830
C -0.0484 2.2446 1.9540  0.124
C -0.1797 3.3629 1.1342  -0.113
C -1.4133 3.7012 0.5821  -0.900
C -2.5548 2.9406 0.8198  0.829
C -3.8789 3.3077 0.2137  -1.077
C -2.4143 1.8148 1.6291  -0.800
C -1.1892 1.4815 2.1888  0.011
H 3.3877 1.7899 2.2525  0.247
H 2.6478 3.3446 1.8751  0.507
H 2.4290 1.9915 0.7776  0.073
H 1.2543 0.7434 2.6629  -0.543
H 2.2462 2.0441 4.5352  0.448
H 0.4741 2.0134 4.6347  0.373
H 1.3004 3.4584 4.0474  0.398
H 0.6871 3.9681 0.8979  0.271
H -1.4895 4.5683 -0.0641  0.370
H -3.8993 3.1572 -0.8703  -0.121
H -4.1049 4.3628 0.3737  0.421
H -4.6832 2.7134 0.6476  0.329
H -3.2777 1.1843 1.8064  0.158
H -1.1113 0.5995 2.8191  0.487
O -3.1697 -0.4918 -0.5103  -0.585
C -2.6284 -0.8468 -1.5234  -0.198
N -1.2407 -0.7743 -1.7246  0.376
S -0.8025 -1.7003 -2.9291  0.911
O -0.0695 -0.8573 -3.9354  -0.412
O -0.0781 -2.8779 -2.5542  -0.719
C -2.3934 -2.0138 -3.5970  0.345
C -2.7715 -2.6618 -4.7520  -0.750
C -4.1341 -2.7255 -5.0192  -0.539
C -5.0607 -2.1647 -4.1433  -0.551
C -4.6543 -1.5405 -2.9718  -0.526
C -3.3012 -1.4735 -2.7070  0.186
H -2.0381 -3.0707 -5.4336  0.482
H -4.4789 -3.1990 -5.9284  0.396
H -6.1127 -2.2029 -4.3921  0.407
H -5.3584 -1.0760 -2.2942  0.526
F 1.1103 1.0844 -4.4597  -0.266
B 0.8650 0.2683 -3.4076  0.837
F 2.0094 -0.3313 -2.8768  -0.206
I -2.0909 2.1880 -2.9374  -0.397
I -5.6799 3.8550 -3.2514  -0.892
O 3.2747 3.3098 -1.4376  -0.559
C 2.4213 2.8458 -2.1491  -0.167
O 1.2523 2.3986 -1.7303  -0.497
H 2.5513 2.7562 -3.2377  0.398
C 1.7937 -4.0032 1.7458  -1.181
N 1.1290 -2.7111 1.8756  -0.104
N 1.6183 -1.7184 1.0385  1.176
C 0.5860 -0.9659 0.5660  0.508
O 0.7982 0.0689 -0.1076  0.904
C -0.6164 -1.5495 1.0715  -1.108
C -0.2457 -2.6209 1.8119  -0.020
C -1.0988 -3.6469 2.4684  -1.896
C 2.9725 -1.2869 1.1328  -0.179
C 3.6132 -0.8368 -0.0117  -0.483
C 4.9076 -0.3518 0.0892  -0.680
C 5.5630 -0.3453 1.3130  -0.481
C 4.9162 -0.8173 2.4478  -0.896
C 3.6120 -1.2778 2.3651  0.461
H 2.8657 -3.8594 1.8562  0.372
H 1.5851 -4.4595 0.7746  0.292
H 1.4467 -4.6512 2.5464  0.443
H -1.6096 -1.1638 0.9038  0.603
H -2.1391 -3.3337 2.4249  0.459
H -0.8176 -3.7912 3.5122  0.353
H -1.0119 -4.6061 1.9540  0.370
H 3.0938 -0.8460 -0.9602  0.503
H 5.3994 0.0294 -0.7955  0.433
H 6.5731 0.0361 1.3844  0.392
H 5.4196 -0.8066 3.4059  0.364
H 3.0798 -1.6100 3.2482  0.410



(2)
C5H7NO | ωB97M-V/def2-TZVPD

Summary:
electronic energy = -324.6549 hartree
energy relative to the best compared isomer or geometry (same formula, charge and spin) = 43.7 kcal/mol
SMILES string = C=NCCC=C=O
net charge = 0
Kohn-Sham gap = 9.697 eV

Last column: natural (NBO) charge in e.
Positions of all 14 atoms, in Å:
C -1.9634 0.5961 0.4450  -0.053
N -1.1772 0.6651 -0.5427  -0.394
C 0.1907 1.0712 -0.2763  -0.251
C 1.1755 0.0216 -0.7917  -0.391
C 1.0285 -1.3451 -0.1599  -0.552
C 0.2651 -1.6274 0.8709  0.716
O -0.4086 -1.8971 1.7906  -0.473
H -2.9958 0.2810 0.2880  0.178
H -1.6633 0.8311 1.4773  0.144
H 0.3681 1.2710 0.7962  0.166
H 0.3740 2.0047 -0.8216  0.212
H 2.1947 0.3949 -0.6254  0.213
H 1.0426 -0.0769 -1.8749  0.220
H 1.5689 -2.1902 -0.5754  0.265



(3)
C16H16BrNO5S2 | ωB97M-V/def2-TZVPD

Summary:
electronic energy = -4420.1955 hartree
SMILES string = CCOC(=O)c1cccc(NC(=O)CCS(=O)(=O)c2ccc(Br)s2)c1
net charge = 0
Kohn-Sham gap = 8.712 eV

Last column: natural (NBO) charge in e.
Positions of all 41 atoms, in Å:
C -4.6922 -2.6537 -1.2158  -0.568
C -4.4360 -2.1605 0.1244  -0.063
O -3.9220 -1.0529 0.0128  -0.466
C -2.6674 -0.9554 0.1772  0.776
O -2.0240 -1.9935 0.2468  -0.630
C -2.0795 0.5316 0.0133  -0.063
C -2.8735 1.6198 -0.3830  -0.268
C -2.2073 2.8066 -0.3348  -0.140
C -0.9886 3.2309 0.0742  -0.286
C -0.2695 2.0469 0.3933  0.217
N 1.1520 2.1877 0.7297  -0.590
C 2.0168 1.3085 1.4677  0.675
O 1.9037 0.0278 1.7087  -0.625
C 3.4489 1.8851 1.5572  -0.510
C 4.5813 1.0439 0.8523  -0.609
S 3.8677 0.6526 -0.6544  2.156
O 3.1696 1.7584 -1.2407  -0.936
O 5.1073 0.2687 -1.3729  -0.973
C 2.9406 -0.7049 -0.9638  -0.392
C 1.7344 -0.9512 -1.1468  -0.140
C 1.0832 -2.4085 -0.8385  -0.316
C 1.9908 -2.8752 -0.2246  -0.185
Br 1.6659 -4.8126 0.4751  -0.031
S 3.4271 -2.3430 0.1534  0.389
C -0.7154 0.5036 0.4232  -0.184
H -5.3081 -1.8853 -1.8830  0.194
H -3.8799 -2.6855 -1.6507  0.181
H -5.2048 -3.6719 -1.1379  0.209
H -3.8419 -2.7709 0.6906  0.207
H -5.5070 -2.0244 0.5704  0.154
H -3.8445 1.4642 -0.3270  0.232
H -2.7974 3.7069 -0.8327  0.204
H -0.4432 4.2182 0.0478  0.246
H 1.4565 3.0576 0.6009  0.389
H 3.7229 2.1620 2.5544  0.243
H 3.5421 2.7474 0.9025  0.226
H 5.4610 1.3709 0.9837  0.249
H 4.4109 -0.0049 1.3759  0.262
H 1.1084 -0.1916 -1.7538  0.250
H 0.0607 -2.3753 -1.0849  0.284
H -0.1496 -0.0783 0.9096  0.233



(4)
C5H7O3P | ωB97M-V/def2-TZVPD

Summary:
electronic energy = -761.7408 hartree
energy relative to the best compared isomer or geometry (same formula, charge and spin) = 29.0 kcal/mol
net charge = -2
Kohn-Sham gap = 5.646 eV

Last column: natural (NBO) charge in e.
Positions of all 16 atoms, in Å:
C 0.5536 -0.4081 1.8670  -0.696
C 2.0393 2.3447 -0.3064  -0.521
C -0.8452 -0.5653 1.2110  -0.114
C 2.5319 1.2379 -0.4178  -0.282
C -1.4116 0.2454 0.3108  -0.474
O 4.9387 0.4056 0.0024  -1.211
O 3.0582 -1.3524 0.4195  -1.258
O 3.4916 -0.6636 -2.0084  -1.229
P 3.6778 -0.2570 -0.5147  2.335
H 0.9925 0.5286 1.5484  0.245
H 0.6601 -0.5852 2.9525  0.181
H 1.3191 3.1136 -0.5579  0.186
H 1.1669 -1.1994 1.4216  0.311
H -1.2346 -1.5556 1.4456  0.158
H -2.2031 -0.0976 -0.1916  0.161
H -0.9011 1.0814 -0.0990  0.206



(5)
C37H57BBaClN8O4S4Si | ωB97M-V/def2-TZVPD

Summary:
electronic energy = -4576.4213 hartree
energy relative to the best compared isomer or geometry (same formula, charge and spin) = 12.2 kcal/mol
net charge = -1
Kohn-Sham gap = 5.947 eV

Last column: Mulliken charge in e.
Positions of all 114 atoms, in Å:
Ba 0.2652 0.6412 -0.6430  0.853
C -0.7130 4.8994 1.3794  -0.805
N -2.0429 4.3350 1.3360  0.328
C -2.9526 4.5324 0.3093  -0.512
C -4.0262 3.7766 0.6032  -0.654
N -3.7922 3.1309 1.7975  0.086
B -4.7187 2.0412 2.3909  0.180
N -3.9498 0.6620 2.4098  0.579
C -4.0589 -0.2214 3.4575  -0.671
C -3.3745 -1.3443 3.1461  -0.699
N -2.8278 -1.1264 1.8941  0.513
C -2.0099 -2.0612 1.1407  -0.304
C -3.1885 0.1052 1.4621  -0.500
S -2.7644 0.7674 -0.0613  -0.325
C -2.5677 3.4781 2.2569  -0.036
S -1.8044 2.9573 3.6857  -0.401
H -0.7570 5.9600 1.1287  0.360
H -0.0504 4.3941 0.6724  0.236
H -0.3331 4.7722 2.3912  0.156
H -2.7304 5.1603 -0.5344  0.460
H -4.9332 3.6102 0.0520  0.466
H -5.6916 1.9548 1.6653  -0.224
H -5.0062 2.2767 3.5435  -0.202
H -4.6153 0.0365 4.3397  0.485
H -3.2033 -2.2538 3.6926  0.512
H -2.1599 -3.0588 1.5489  0.346
H -0.9477 -1.8166 1.2155  0.169
H -2.2857 -2.0517 0.0845  -0.130
Cl 1.1968 3.0937 -1.8655  -0.900
C 6.4097 2.3074 2.6598  -1.048
N 5.7504 1.7505 1.4909  -0.182
N 4.7471 0.8136 1.7208  0.832
C 3.7433 0.9498 0.7704  0.532
O 2.7828 0.1849 0.7098  -0.598
C 4.1208 2.0955 -0.0176  -1.054
C 5.2974 2.5512 0.4709  0.669
C 6.0657 3.7642 0.0750  -1.572
C 4.9895 -0.3421 2.4999  -0.001
C 6.2307 -0.9650 2.4803  -0.020
C 6.4406 -2.0944 3.2579  -0.621
C 5.4101 -2.6132 4.0293  -0.456
C 4.1679 -1.9926 4.0255  -0.786
C 3.9537 -0.8511 3.2702  -0.227
H 6.6695 1.5043 3.3438  0.419
H 5.7736 3.0248 3.1882  0.213
H 7.3264 2.7970 2.3392  0.416
H 3.5311 2.5074 -0.8240  0.400
H 5.5660 4.2470 -0.7610  0.396
H 7.0826 3.5055 -0.2247  0.367
H 6.1294 4.4801 0.8971  0.333
H 7.0188 -0.5704 1.8514  0.461
H 7.4090 -2.5774 3.2467  0.381
H 5.5728 -3.4997 4.6279  0.388
H 3.3595 -2.3916 4.6241  0.396
H 2.9968 -0.3515 3.2606  0.368
C 0.7535 -4.7537 -4.3994  -1.653
C -0.7395 -4.8978 -4.1242  1.590
C -0.9780 -5.5818 -2.7808  -1.276
C -1.4103 -5.6898 -5.2407  -1.705
O -1.3381 -3.6080 -4.1492  0.203
Si -1.5057 -2.4380 -2.9884  -0.372
S 0.2075 -2.1327 -1.8935  -0.686
O -2.7300 -2.8491 -1.9615  0.433
C -4.1397 -2.9121 -2.1560  1.848
C -4.6581 -3.8215 -1.0498  -1.691
C -4.4853 -3.5016 -3.5217  -1.493
C -4.7215 -1.5111 -2.0105  -1.094
O -2.0698 -1.1233 -3.8119  0.469
C -1.6584 -0.4553 -5.0009  1.545
C -2.4658 0.8343 -5.0356  -1.748
C -0.1661 -0.1454 -4.9568  -1.237
C -1.9870 -1.3136 -6.2174  -1.617
H 1.2319 -5.7352 -4.4456  0.478
H 1.2202 -4.1619 -3.6119  0.242
H 0.9057 -4.2447 -5.3538  0.283
H -0.5700 -6.5952 -2.8017  0.565
H -2.0480 -5.6379 -2.5717  0.166
H -0.4989 -5.0232 -1.9748  0.181
H -0.8974 -6.6406 -5.4018  0.430
H -1.3838 -5.1136 -6.1672  0.290
H -2.4537 -5.8935 -4.9933  0.357
H -4.2105 -4.8137 -1.1367  0.338
H -5.7447 -3.9186 -1.1066  0.394
H -4.3962 -3.4064 -0.0752  0.216
H -3.9765 -4.4549 -3.6681  0.161
H -4.1774 -2.8270 -4.3231  0.069
H -5.5635 -3.6610 -3.5921  0.602
H -4.5088 -1.1064 -1.0188  -0.008
H -5.8035 -1.5350 -2.1635  0.459
H -4.2727 -0.8434 -2.7464  -0.071
H -2.2318 1.4499 -4.1657  0.292
H -3.5329 0.6056 -5.0193  0.358
H -2.2406 1.4054 -5.9388  0.433
H 0.0726 0.4823 -4.0965  0.160
H 0.1306 0.3905 -5.8611  0.480
H 0.4209 -1.0620 -4.8781  0.180
H -3.0523 -1.5543 -6.2291  0.317
H -1.4288 -2.2494 -6.1909  0.143
H -1.7410 -0.7711 -7.1328  0.534
N 2.4234 5.7471 6.1335  -0.333
C 2.5636 4.4172 6.2603  -0.160
S 3.0130 3.6949 7.6700  -0.346
C 2.2783 3.6610 5.0052  0.804
C 1.6060 2.4527 5.0385  -0.382
C 1.3220 1.8215 3.8377  -1.093
N 1.7166 2.2779 2.6522  0.503
C 2.3811 3.4294 2.6289  -0.640
C 2.6674 4.1647 3.7675  -1.069
H 2.5247 6.3086 6.9631  0.229
H 1.9290 6.1319 5.3459  0.218
H 1.2693 2.0402 5.9790  0.481
H 0.7469 0.9025 3.8331  0.538
H 2.6852 3.7860 1.6504  0.700
H 3.2149 5.0955 3.6862  0.618



(6)
C11H7ClCrN6O6S2 | ωB97M-V/def2-TZVPD

Summary:
electronic energy = -3504.3703 hartree
energy relative to the best compared isomer or geometry (same formula, charge and spin) = 3.4 kcal/mol
net charge = -1
Kohn-Sham gap (alpha / beta) = 6.688 / 6.774 eV
multiplicity = 4

Last column: natural (NBO) charge in e.
Positions of all 34 atoms, in Å:
Cr 0.8964 -0.3073 0.0803  1.028
N -2.8196 0.6152 1.4568  -0.488
C -2.1949 1.4394 2.3744  -0.085
C -0.8618 1.3150 2.1401  -0.038
N -0.6803 0.4349 1.1062  -0.433
C -1.8639 0.0334 0.7218  0.354
C -1.9063 -0.9488 -0.3391  0.358
N -0.7609 -1.3344 -0.8543  -0.467
C -1.0482 -2.3413 -1.7420  -0.025
C -2.3920 -2.5483 -1.7578  -0.092
N -2.9261 -1.6474 -0.8577  -0.491
H -3.8080 0.4636 1.3776  0.418
H -2.7423 2.0337 3.0837  0.224
H -0.0256 1.7901 2.6240  0.256
H -0.2725 -2.8492 -2.2863  0.265
H -3.0070 -3.2257 -2.3238  0.221
H -3.8939 -1.5713 -0.6059  0.416
O 3.6829 -1.8268 -2.8468  -0.804
Cl 2.4341 -1.7729 -2.1604  2.543
O 2.0179 -3.0832 -1.7245  -0.843
O 2.6122 -0.9210 -0.9406  -0.820
O 1.4105 -1.1747 -2.9777  -0.834
S 2.3241 1.2661 1.1222  -0.070
C 1.8121 2.3685 -0.1094  -0.185
S 0.7662 1.6618 -1.2837  -0.094
C 2.2063 3.6919 -0.1418  -0.475
C 1.7496 4.5795 -1.1669  0.320
N 1.3864 5.3002 -1.9916  -0.381
C 3.0515 4.2407 0.8739  0.319
N 3.7232 4.6957 1.6945  -0.382
O -0.9686 -2.5235 1.7838  -0.723
C 0.2553 -2.5859 1.8888  0.669
O 1.1483 -1.8138 1.3749  -0.739
H 0.6951 -3.4542 2.4074  0.079



Question: Which value of net charge does entry 2 give?
Answer: 0